Formula: C81H150N6O41
Source: the Open Molecules 2025 dataset
Level of theory: ωB97M-V/def2-TZVPD

Geometry as ORCA input:
```
! RIJCOSX wB97M-V def2-TZVPD def2/J DEFGRID3
* xyz 0 1
C -5.46741 5.61389 2.91696
C -4.13101 4.81559 2.73456
O -3.58939 5.47680 1.65990
C -4.48705 6.03851 0.87646
O -4.32368 6.56302 -0.17647
O -5.60746 6.18186 1.62406
H -5.15824 6.45795 3.53348
H -6.43867 5.19786 3.18468
H -4.31865 3.75549 2.56409
H -3.70313 4.95684 3.72706
C -0.80272 2.22177 6.30659
C -0.75968 0.92646 7.05996
O -2.03435 0.30640 6.75422
C -2.82619 1.18573 6.04642
O -3.82135 0.85990 5.31139
O -2.19419 2.42137 5.97132
H -0.39354 2.10350 5.30325
H -0.42366 3.09706 6.83412
H -0.60024 0.83231 8.13412
H -0.02588 0.27173 6.58987
C -6.80818 1.08650 -1.27005
C -5.37379 1.53778 -0.78159
O -5.60899 2.90575 -0.33185
C -6.93052 3.11344 -0.28398
O -7.45713 4.00697 0.26241
O -7.61200 2.13941 -0.87094
H -7.34826 0.31056 -0.72753
H -7.00947 1.08009 -2.34129
H -4.50766 1.52845 -1.44328
H -5.07715 1.05314 0.14859
C -4.57593 0.66520 -4.98022
C -3.64593 1.04417 -6.12911
O -3.42252 2.42173 -5.80770
C -3.65029 2.63674 -4.46132
O -3.14453 3.55919 -3.85350
O -4.35500 1.66998 -3.98482
H -4.26176 -0.23530 -4.45247
H -5.59606 0.50710 -5.33015
H -4.18374 0.82897 -7.05244
H -2.73068 0.45229 -6.13966
C -7.28351 -3.64060 1.65427
C -6.24282 -2.48917 1.76577
O -7.22998 -1.43376 1.59252
C -8.38957 -1.76702 1.99670
O -9.29323 -1.01527 2.32698
O -8.42764 -3.05880 2.19193
H -6.83417 -4.41517 2.27574
H -7.49916 -3.94520 0.63015
H -5.51251 -2.51072 0.95690
H -5.78016 -2.22893 2.71778
C 0.80085 1.44308 -6.62801
C -0.35013 1.36246 -7.62887
O 0.23567 0.45472 -8.48782
C 1.47110 0.07338 -8.09253
O 2.11414 -0.72840 -8.60974
O 1.92266 0.74156 -7.13903
H 0.62535 1.03628 -5.63211
H 1.10857 2.47529 -6.46084
H -0.26217 2.35062 -8.08045
H -1.31934 1.16506 -7.17088
C 5.47948 -5.08156 -1.03461
C 6.12484 -6.45258 -1.31479
O 5.34330 -7.04557 -2.33440
C 4.57495 -6.15990 -2.87807
O 3.88765 -6.31673 -3.85560
O 4.70780 -4.95654 -2.24516
H 6.22388 -4.29071 -0.94228
H 4.81297 -5.04781 -0.17279
H 6.12109 -6.94198 -0.34084
H 7.12806 -6.39589 -1.73720
C 0.98388 -2.82315 -4.64106
C 0.70894 -4.17736 -3.99529
O -0.67554 -4.24011 -4.18088
C -1.16479 -3.17513 -4.78595
O -2.37372 -3.00506 -5.08434
O -0.23537 -2.28182 -5.07471
H 1.68721 -2.80108 -5.47349
H 1.27431 -2.15833 -3.82757
H 0.89278 -4.02690 -2.93150
H 1.20299 -5.02239 -4.47481
C 0.88994 -4.72230 6.42508
C 1.00606 -4.52184 4.96435
O 1.72565 -3.36315 4.92849
C 1.16848 -2.57967 5.80807
O 1.43796 -1.43022 5.97231
O 0.65996 -3.37888 6.76314
H 1.81144 -5.11320 6.85652
H 0.08953 -5.41331 6.68954
H 0.08141 -4.49606 4.38776
H 1.53657 -5.35769 4.50826
C 0.94265 5.53048 3.83319
C 1.40192 6.75946 4.47665
O 0.36991 7.36004 5.05737
C -0.69999 6.43739 5.18712
O -1.84091 6.64570 5.57090
O -0.29987 5.38864 4.56640
H 1.70124 4.76044 3.97343
H 0.87250 5.83243 2.78820
H 1.77415 7.30303 3.60827
H 2.12201 6.56668 5.27189
C 4.43968 -1.19598 3.43262
C 3.05803 -1.42014 2.82175
O 3.43985 -1.39103 1.47988
C 4.77187 -1.07022 1.30986
O 5.26322 -1.07051 0.16148
O 5.34234 -0.87186 2.47238
H 4.55362 -2.03832 4.11495
H 4.47401 -0.28267 4.02658
H 2.30429 -0.67430 3.07414
H 2.59480 -2.36590 3.10292
C -3.77688 -7.82499 2.56529
C -2.66191 -6.89911 3.02168
C -1.70110 -7.67479 3.96325
C -0.72278 -8.64216 3.36025
C 0.00476 -7.87079 2.33704
C -0.71666 -6.96540 1.27036
N -1.81722 -6.33973 1.89555
O -2.42942 -5.28531 1.20337
C 0.39488 -5.92103 0.85708
C -1.32670 -7.70888 0.05014
C -3.20963 -5.70764 3.90207
H -3.58313 -8.80608 2.13166
H -4.32563 -7.35205 1.75086
H -4.57814 -8.01011 3.28069
H -1.28131 -6.94137 4.65170
H -2.30974 -8.33645 4.57959
H -1.34195 -9.45375 2.97809
H 0.06897 -8.85257 4.07925
H 0.34040 -8.75207 1.79042
H 0.96462 -7.53845 2.73243
H 0.44625 -5.63628 -0.19382
H 0.08096 -4.89189 1.03147
H 1.34990 -6.30222 1.21864
H -0.57450 -8.13289 -0.61508
H -1.84726 -8.58796 0.43005
H -2.04650 -7.03296 -0.41152
H -3.95359 -5.06981 3.42478
H -2.36074 -5.14832 4.29533
H -3.61728 -6.07444 4.84408
H -2.90934 -5.70152 0.48361
C -0.84437 0.02128 2.82900
C -1.75900 -0.09372 1.59160
C -2.15256 1.30710 1.04541
C -1.07352 2.00512 0.24641
C -0.69800 1.18794 -0.94471
C -0.27866 -0.29760 -0.55008
N -1.20750 -0.86689 0.46973
O -0.75433 -2.13430 0.91591
C -0.33669 -1.04430 -1.82369
C 1.27447 -0.12172 -0.13936
C -3.03124 -0.93494 2.07007
H -0.40406 -0.92762 3.13529
H -1.15627 0.65558 3.65875
H 0.00602 0.55890 2.40959
H -3.04233 1.30258 0.41583
H -2.34181 1.98659 1.87642
H -0.21039 2.28233 0.85159
H -1.45708 2.99850 0.01362
H 0.13934 1.70345 -1.41505
H -1.39725 1.01222 -1.76219
H -1.30684 -1.47124 -2.07790
H 0.11892 -0.46255 -2.62499
H 0.04007 -2.05758 -1.68435
H 1.77965 0.40354 -0.94991
H 1.51453 0.36547 0.80568
H 1.78214 -1.07565 0.00345
H -3.64558 -1.19868 1.20918
H -3.63236 -0.24917 2.66712
H -2.85119 -1.90014 2.54342
H -1.57823 -2.59586 1.08837
C 5.62536 -0.28897 -4.16417
C 6.35016 1.10285 -4.32704
C 5.43856 2.00737 -5.24833
C 5.95196 3.51357 -5.15338
C 6.03445 4.06436 -3.81162
C 6.74607 3.13672 -2.68248
N 6.49263 1.71217 -2.93814
O 6.94748 0.87415 -2.02911
C 8.31211 3.32638 -2.69922
C 6.24673 3.50250 -1.29898
C 7.64348 0.79894 -5.01451
H 6.44803 -0.93418 -3.85591
H 5.32703 -0.67673 -5.13821
H 4.83701 -0.34895 -3.41383
H 5.58472 1.73103 -6.29254
H 4.39172 1.98668 -4.94537
H 5.18600 4.14788 -5.59953
H 6.91789 3.51094 -5.65843
H 5.07744 4.40511 -3.41648
H 6.52312 5.01412 -4.02901
H 8.53687 4.39049 -2.77156
H 8.78082 2.85332 -1.83630
H 8.60848 2.84025 -3.62871
H 6.19570 4.56939 -1.08160
H 5.16547 3.37067 -1.25891
H 6.76042 3.07220 -0.43929
H 8.09762 1.67163 -5.48383
H 7.51999 -0.01669 -5.72697
H 8.27999 0.44983 -4.20145
H 6.25296 0.69321 -1.39154
C 2.03567 7.00835 -4.44835
C 1.47969 7.83514 -3.20576
C 0.15479 8.50272 -3.58469
C -1.06592 7.66599 -3.43226
C -1.04471 7.07749 -2.00248
C 0.07600 6.07990 -1.79747
N 1.32137 6.82573 -2.14212
O 2.36458 5.97930 -1.85999
C 0.05077 5.79089 -0.22530
C -0.26368 4.76322 -2.66858
C 2.67254 8.87700 -2.97027
H 1.49492 6.06267 -4.48546
H 3.11447 6.86237 -4.39392
H 2.01432 7.57866 -5.37700
H 0.02709 9.53854 -3.27025
H 0.10992 8.68182 -4.65894
H -1.12191 6.94115 -4.24440
H -1.96281 8.27861 -3.52381
H -2.03376 6.62017 -1.97517
H -1.05798 7.96854 -1.37483
H -0.89065 5.70188 0.31684
H 0.74143 4.96792 -0.04146
H 0.47243 6.66185 0.27644
H 0.47902 3.96721 -2.72226
H -1.01618 4.18440 -2.13305
H -0.35428 4.92461 -3.74275
H 3.35675 8.27261 -2.37472
H 2.22471 9.63039 -2.32223
H 3.20416 9.35166 -3.79499
H 2.93020 6.60684 -1.40406
C 2.68351 5.03952 9.31959
O 3.11823 3.98282 8.48065
C 3.81542 4.46369 7.29783
C 4.02187 3.26668 6.35562
N 4.23370 4.03108 5.09176
C 5.34220 3.59370 4.22318
C 5.27324 4.32342 2.82725
O 4.10984 3.75624 2.19012
C 3.40758 4.70704 1.45350
H 3.57195 5.65841 9.44505
H 2.44202 4.79184 10.35324
H 1.92817 5.63593 8.80788
H 4.78571 4.79784 7.66521
H 3.31731 5.35016 6.90520
H 3.25669 2.49753 6.25065
H 5.00851 2.84986 6.55789
H 3.38242 4.29459 4.61640
H 5.25045 2.51223 4.12274
H 6.27434 3.79541 4.75094
H 6.13475 3.99518 2.24573
H 5.24064 5.39422 3.02831
H 3.83610 4.87373 0.46523
H 3.40006 5.66908 1.96586
H 2.39122 4.37475 1.24206
C -6.27070 -10.13927 -1.21285
O -5.17368 -9.23724 -1.41995
C -4.37170 -9.52059 -2.56307
C -4.06982 -8.23070 -3.29790
N -3.91849 -7.06733 -2.44247
C -3.99976 -5.87463 -3.23489
C -3.85249 -4.65138 -2.25170
O -4.99466 -4.40640 -1.35159
C -6.10309 -3.98012 -2.02963
H -7.15355 -9.82038 -1.76691
H -6.42517 -9.92408 -0.15552
H -5.97242 -11.18248 -1.31698
H -4.90575 -10.16244 -3.26373
H -3.47697 -9.98635 -2.15001
H -4.92964 -8.01089 -3.93074
H -3.15453 -8.34168 -3.87931
H -4.55079 -7.01321 -1.65674
H -4.92080 -5.76065 -3.80655
H -3.23530 -5.72695 -3.99771
H -3.70123 -3.72586 -2.80724
H -2.89146 -4.70946 -1.74067
H -6.44356 -3.02749 -1.62382
H -6.81689 -4.79983 -1.94794
H -5.88677 -3.83332 -3.08782
*
```

Summary:
LUMO level, eV: -0.242
Frontier orbital gap, eV: 7.146
E, eV: -179297.013
HOMO, eV: -7.39